[1]
Below is C47H57GeIN7O3Ti as an isolated structure, with properties calculated with the ωB97M-V functional and the def2-TZVPD basis.

Structure (XYZ):
```
117
Properties=species:S:1:pos:R:3:mulliken_spin:R:1
Ti 1.4227 -1.4301 0.3983 0.79
C 1.1890 -4.0756 3.9918 0.00
C 1.4861 -3.0836 2.9179 0.02
N 1.1495 -3.1631 1.6983 -0.01
C 0.5793 -4.3211 1.0352 0.03
C 1.6691 -4.7077 0.0441 0.01
N 2.1334 -3.5136 -0.7144 0.07
C 1.7048 -3.5047 -2.1355 0.01
C 0.6711 -2.4251 -2.3697 0.01
N 1.1452 -1.1743 -1.7531 -0.04
C 2.2848 -0.5453 -2.4640 0.02
C 3.0794 0.3577 -1.5355 0.01
N 3.1778 -0.2640 -0.2136 -0.03
C 3.8460 0.3022 0.7143 0.03
C 4.6995 1.5027 0.5075 0.00
C 3.6412 -0.2971 2.0634 0.07
C 4.3589 -0.0018 3.2130 -0.01
C 4.0407 -0.6824 4.3778 0.02
C 3.0587 -1.6654 4.3714 -0.01
C 2.3966 -1.9207 3.1840 0.05
N 2.6701 -1.2083 2.0863 -0.02
H 0.1914 -4.4931 3.8720 0.00
H 1.2531 -3.6243 4.9787 0.00
H 1.9076 -4.8986 3.9543 0.00
H -0.3289 -4.0081 0.5227 -0.01
H 0.3395 -5.1386 1.7137 0.00
H 1.3292 -5.4950 -0.6272 0.00
H 2.5124 -5.0970 0.6080 -0.01
H 3.1525 -3.4906 -0.6752 -0.03
H 1.3148 -4.4765 -2.4327 0.00
H 2.5806 -3.3324 -2.7574 0.00
H -0.2775 -2.6795 -1.8957 0.00
H 0.4630 -2.2840 -3.4296 0.00
H 0.3939 -0.4602 -1.7304 0.00
H 1.9220 0.0188 -3.3214 0.00
H 2.9350 -1.3315 -2.8378 0.00
H 2.5752 1.3175 -1.4157 0.00
H 4.0700 0.5523 -1.9502 0.00
H 4.0675 2.3412 0.2015 0.00
H 5.4175 1.3233 -0.2946 0.00
H 5.2410 1.7991 1.3993 0.00
H 5.1519 0.7317 3.2020 0.00
H 4.5802 -0.4684 5.2916 0.00
H 2.8481 -2.2344 5.2655 0.00
O -0.6540 -1.5874 0.7725 0.00
C -1.5075 -1.3405 1.6687 0.01
C -2.8835 -1.9275 1.5954 0.00
C -3.9897 -0.8615 1.4979 0.00
C -4.3809 -0.2405 2.8355 0.00
C -3.2765 0.5465 3.5327 0.00
C -2.0417 -0.2823 3.8551 0.00
N -1.1718 -0.5670 2.7028 0.01
H -3.0504 -2.5388 2.4894 0.00
H -2.8933 -2.5911 0.7347 0.00
H -4.8659 -1.3352 1.0527 0.00
H -3.6834 -0.0872 0.7928 0.00
H -4.7224 -1.0394 3.5049 0.00
H -5.2399 0.4140 2.6830 0.00
H -3.6620 0.9478 4.4722 0.00
H -2.9743 1.4101 2.9326 0.00
H -2.3305 -1.2378 4.2994 0.00
H -1.4163 0.2234 4.5879 0.00
H -0.3518 0.0034 2.5420 0.00
O 0.0123 1.2142 -1.1252 0.00
C 0.1501 1.3431 0.0905 0.00
O 0.9144 0.5702 0.8055 -0.02
C -0.5081 2.5219 0.7613 0.00
C -1.9993 2.6368 0.4553 0.00
Ge -2.7523 2.7322 -1.3763 0.00
C -4.6743 2.8629 -1.0758 0.00
C -5.5614 2.5547 -2.1089 0.00
C -6.9345 2.6542 -1.9256 0.00
C -7.4446 3.0613 -0.6996 0.00
C -6.5778 3.3715 0.3397 0.00
C -5.2046 3.2740 0.1488 0.00
C -2.0208 4.3435 -2.1774 0.00
C -2.8268 5.4517 -2.4331 0.00
C -2.2891 6.6140 -2.9732 0.00
C -0.9341 6.6827 -3.2679 0.00
C -0.1168 5.5861 -3.0194 0.00
C -0.6585 4.4274 -2.4787 0.00
C -2.5158 1.1733 -2.5395 0.00
C -3.1631 -0.0254 -2.2425 0.00
C -3.0034 -1.1523 -3.0434 0.00
C -2.1992 -1.0884 -4.1751 0.00
C -1.5641 0.1069 -4.4985 0.00
C -1.7254 1.2236 -3.6870 0.00
H 0.0208 3.4066 0.3895 0.00
H -0.3422 2.4897 1.8397 0.00
H -2.3300 3.5868 0.8866 0.00
H -2.5508 1.8617 0.9928 0.00
H -5.1815 2.2286 -3.0726 0.00
H -7.6074 2.4167 -2.7411 0.00
H -8.5159 3.1423 -0.5586 0.00
H -6.9715 3.7001 1.2946 0.00
H -4.5469 3.5364 0.9721 0.00
H -3.8891 5.4129 -2.2116 0.00
H -2.9300 7.4654 -3.1670 0.00
H -0.5174 7.5878 -3.6929 0.00
H 0.9409 5.6364 -3.2524 0.00
H -0.0084 3.5747 -2.2959 0.00
H -3.8372 -0.0809 -1.3925 0.00
H -3.5379 -2.0683 -2.8095 0.00
H -2.1007 -1.9529 -4.8237 0.00
H -0.9684 0.1788 -5.4028 0.00
H -1.2361 2.1516 -3.9642 0.00
I 5.0441 -4.4398 2.0794 0.00
C 5.7707 -2.9783 0.7601 0.01
C 6.8949 -2.2424 1.1111 0.00
C 7.4080 -1.3685 0.1650 0.00
C 6.7921 -1.2769 -1.0773 0.00
C 5.6739 -2.0549 -1.3143 0.00
N 5.1552 -2.8944 -0.4082 0.00
H 7.3648 -2.3726 2.0766 0.00
H 8.2951 -0.7872 0.3850 0.00
H 7.1847 -0.6341 -1.8547 0.00
H 5.1754 -2.0249 -2.2782 0.00
```

The spin multiplicity is 2. The energy above the lowest of the compared OMol25 structures with the same formula, charge and spin is 19.8 kcal per mole. The HOMO energy (spin up / spin down) comes out at -12.40 / -12.40 eV. The net charge is +2. The calculation puts the orbital gap (spin up / spin down) at 6.485 / 6.140 eV. As for the LUMO energy (spin up / spin down): -5.9184 / -6.2640 eV.

***

[2]
Below is C47H57IKOP2S as an isolated structure, with properties calculated with the ωB97M-V functional and the def2-TZVPD basis.

Structure (XYZ):
```
110
Properties=species:S:1:pos:R:3:nbo_charge:R:1
K -0.2950 -0.9693 1.4755 0.86
I -0.4922 -4.2698 0.5668 0.16
C 0.2954 -4.9599 -1.2422 -0.16
C -0.5384 -5.8537 -1.8558 -0.23
C -0.1169 -6.5990 -2.9768 -0.21
C 1.1678 -6.4794 -3.3944 -0.15
C 2.0584 -5.5670 -2.7724 -0.09
C 3.4011 -5.5430 -3.2239 -0.14
C 4.3074 -4.6875 -2.6807 -0.22
C 3.8563 -3.7552 -1.7307 -0.16
C 2.5648 -3.7125 -1.2721 -0.35
P 2.1206 -2.1475 -0.3937 0.79
C 3.4017 -2.0406 0.9063 -0.36
C 3.8954 -0.8057 1.3254 -0.24
C 4.7962 -0.7240 2.3785 -0.21
C 5.1865 -1.8710 3.0538 -0.22
C 4.6741 -3.1022 2.6659 -0.22
C 3.7968 -3.1882 1.5958 -0.15
C 2.6305 -0.9119 -1.6420 -0.34
C 1.6369 -0.5504 -2.5513 -0.21
C 1.9007 0.3433 -3.5795 -0.23
C 3.1621 0.9085 -3.6962 -0.15
C 4.1588 0.5619 -2.7927 -0.21
C 3.8970 -0.3508 -1.7820 -0.22
C 1.6260 -4.7072 -1.7229 0.01
H -1.5263 -6.0269 -1.4535 0.23
H -0.7996 -7.2879 -3.4536 0.23
H 1.5405 -7.0817 -4.2130 0.22
H 3.6887 -6.2323 -4.0070 0.22
H 5.3366 -4.6786 -3.0089 0.23
H 4.5583 -3.0057 -1.3841 0.22
H 3.5945 0.1050 0.8172 0.23
H 5.1976 0.2399 2.6632 0.22
H 5.8897 -1.8092 3.8736 0.22
H 4.9700 -4.0028 3.1871 0.22
H 3.4273 -4.1580 1.2863 0.22
H 0.6456 -0.9844 -2.4649 0.21
H 1.1193 0.6010 -4.2833 0.22
H 3.3693 1.6177 -4.4865 0.22
H 5.1451 0.9973 -2.8790 0.22
H 4.6908 -0.6153 -1.0926 0.22
C -0.5374 -1.5862 6.1359 -0.82
S 0.2609 -1.6575 4.5488 1.27
O -0.8528 -1.8149 3.5292 -1.04
C 0.8049 0.0272 4.3913 -0.32
C -0.1291 1.0553 4.2522 -0.17
C 0.3239 2.3513 4.0942 -0.22
C 1.6921 2.6153 4.0752 -0.18
C 2.6078 1.5856 4.2024 -0.19
C 2.1659 0.2744 4.3555 -0.20
H -1.3061 -0.8160 6.1310 0.24
H 0.2183 -1.3796 6.8920 0.25
H -0.9752 -2.5677 6.3045 0.26
H -1.1902 0.8370 4.2586 0.23
H -0.3876 3.1591 3.9831 0.23
H 2.0393 3.6327 3.9529 0.23
H 3.6685 1.7944 4.1772 0.23
H 2.8699 -0.5442 4.4300 0.24
C -5.1799 4.1577 1.2600 -0.40
C -3.7263 4.6310 1.3916 -0.40
C -2.7285 3.4695 1.2722 -0.40
C -3.2441 2.3983 0.3049 -0.54
C -4.5327 1.7635 0.8851 -0.39
C -5.3089 2.7349 1.7837 -0.40
P -1.9677 1.1149 -0.0030 0.81
C -0.4465 2.0023 -0.6163 -0.52
C 0.5722 2.2196 0.5163 -0.39
C 1.9410 2.6547 -0.0151 -0.41
C 1.8210 3.6619 -1.1732 -0.41
C 0.4587 4.3373 -1.1701 -0.39
C -0.6396 3.3069 -1.4360 -0.42
C -2.4921 0.2051 -1.5270 -0.50
C -2.9569 1.0568 -2.7387 -0.42
C -4.4517 0.9028 -2.9994 -0.39
C -4.8100 -0.5470 -3.3387 -0.41
C -3.9759 -1.5495 -2.5218 -0.40
C -3.4900 -0.9240 -1.2197 -0.40
H -5.4901 4.1776 0.2106 0.20
H -5.8492 4.8401 1.7841 0.22
H -3.5841 5.1243 2.3560 0.21
H -3.5039 5.3819 0.6298 0.21
H -2.5651 3.0008 2.2497 0.19
H -1.7579 3.8566 0.9592 0.21
H -3.4923 2.8876 -0.6435 0.22
H -4.2891 0.8552 1.4457 0.21
H -5.1737 1.4466 0.0608 0.21
H -4.9217 2.6908 2.8062 0.19
H -6.3522 2.4222 1.8430 0.22
H 0.0074 1.2584 -1.2826 0.23
H 0.6826 1.3054 1.1120 0.17
H 0.1841 2.9589 1.2210 0.21
H 2.4953 1.7767 -0.3569 0.21
H 2.5187 3.0879 0.8054 0.21
H 1.9441 3.1389 -2.1258 0.20
H 2.6272 4.3945 -1.1239 0.22
H 0.4111 5.1224 -1.9266 0.22
H 0.2872 4.8347 -0.2097 0.19
H -0.6333 3.0559 -2.4998 0.21
H -1.6152 3.7568 -1.2457 0.21
H -1.5604 -0.2993 -1.8190 0.22
H -2.4106 0.7403 -3.6332 0.21
H -2.7081 2.1086 -2.6024 0.21
H -4.7637 1.5675 -3.8070 0.22
H -5.0063 1.2313 -2.1170 0.19
H -4.6529 -0.7221 -4.4051 0.21
H -5.8744 -0.7130 -3.1618 0.21
H -3.1000 -1.8693 -3.0957 0.19
H -4.5534 -2.4535 -2.3248 0.22
H -3.0112 -1.6735 -0.5826 0.21
H -4.3438 -0.5501 -0.6494 0.20
```

The HOMO energy comes out at -10.37 eV. The net charge is +1. The calculation puts the orbital gap at 8.355 eV. As for the LUMO energy: -2.0145 eV.